Here is a cluster of 12 separate species, C56H96F24O28 in total in a non-equilibrium geometry from the Open Molecules 2025 dataset. Energies are from the ωB97M-V functional and the def2-TZVPD basis.

Geometry as XYZ:
```
204
Properties=species:S:1:pos:R:3:lowdin_charge:R:1
C -4.45540 2.16133 4.02562 -0.114
O -3.43742 2.89765 4.64594 -0.218
C -3.28559 2.63532 6.03763 -0.169
C -1.96898 3.26110 6.44569 -0.187
O -1.96848 4.64509 6.22985 -0.113
C -2.64140 5.40835 7.18136 -0.202
C -2.78773 6.86325 6.78124 -0.176
O -3.39758 6.83120 5.49508 -0.214
C -3.66304 8.08010 4.90517 -0.110
H -4.07023 1.16023 3.79320 0.084
H -4.74769 2.62932 3.08659 0.075
H -5.35462 2.05456 4.64253 0.095
H -3.33065 1.54718 6.18542 0.130
H -4.17705 3.06351 6.51325 0.124
H -1.12837 2.82662 5.90572 0.104
H -1.68151 3.04237 7.48278 0.118
H -2.11251 5.36974 8.14418 0.133
H -3.64608 5.01181 7.36057 0.124
H -1.83223 7.38982 6.69118 0.131
H -3.45804 7.36258 7.48757 0.128
H -4.22612 7.84043 4.00296 0.087
H -2.75857 8.64263 4.65972 0.091
H -4.33462 8.69429 5.51711 0.088
C 3.93089 3.18477 -1.54000 -0.141
O 4.51181 2.62064 -2.67348 -0.194
C 5.93181 2.50288 -2.57754 -0.183
C 6.57029 2.32246 -3.94579 -0.196
O 6.34095 1.03775 -4.47884 -0.118
C 5.15143 0.89959 -5.25560 -0.168
C 4.97836 1.92317 -6.37091 -0.188
O 3.95987 1.37434 -7.20084 -0.227
C 3.54375 2.21050 -8.27000 -0.087
H 3.77646 4.26778 -1.65077 0.092
H 4.38687 2.93960 -0.57513 0.087
H 2.89987 2.82273 -1.43462 0.078
H 6.13056 1.65975 -1.91191 0.121
H 6.32175 3.45089 -2.18324 0.128
H 7.64415 2.42656 -3.76211 0.128
H 6.37356 3.15384 -4.62545 0.121
H 4.24096 0.82633 -4.65055 0.115
H 5.32966 -0.09081 -5.68289 0.126
H 5.86539 1.91219 -7.01305 0.139
H 4.65811 2.89423 -5.99004 0.124
H 4.45177 2.49330 -8.82346 0.088
H 3.09342 3.14221 -7.91720 0.089
H 2.92141 1.58009 -8.89494 0.077
C 5.64181 -2.92628 -0.88376 -0.106
O 5.02138 -1.68147 -0.64003 -0.193
C 4.62782 -0.93733 -1.79314 -0.177
C 3.58856 -1.61348 -2.65226 -0.185
O 4.13512 -2.74120 -3.29951 -0.129
C 3.25753 -3.37374 -4.19270 -0.185
C 3.19111 -2.69541 -5.55133 -0.229
O 4.38041 -2.78245 -6.27806 -0.147
C 4.28576 -2.06428 -7.47634 -0.123
H 4.92019 -3.68936 -1.17771 0.075
H 6.18518 -3.22119 0.01547 0.088
H 6.41010 -2.82112 -1.66442 0.096
H 5.58655 -0.70644 -2.27535 0.126
H 4.25232 0.01326 -1.41499 0.112
H 3.13954 -0.92959 -3.38283 0.115
H 2.77533 -1.92731 -1.97798 0.107
H 2.24733 -3.52192 -3.79311 0.127
H 3.64371 -4.37668 -4.40286 0.134
H 2.83462 -1.66194 -5.43933 0.107
H 2.40004 -3.24190 -6.09256 0.132
H 5.26953 -1.73478 -7.80983 0.094
H 3.64153 -1.18248 -7.42583 0.064
H 3.88365 -2.68749 -8.28582 0.085
C 1.09483 -11.34196 4.22453 -0.119
O 0.37748 -10.28289 3.64256 -0.177
C -0.20502 -10.63426 2.40777 -0.221
C -0.80753 -9.40166 1.78557 -0.216
O 0.18705 -8.43137 1.61339 -0.118
C -0.33805 -7.13129 1.40395 -0.184
C 0.75323 -6.15611 1.05223 -0.224
O 1.24752 -6.40875 -0.22920 -0.143
C 2.15347 -5.42435 -0.65807 -0.110
H 0.50483 -12.22644 4.46499 0.087
H 1.56873 -10.93617 5.11859 0.087
H 1.95255 -11.57663 3.58067 0.089
H -0.95858 -11.42761 2.50820 0.127
H 0.57678 -11.07440 1.77287 0.126
H -1.66702 -9.05336 2.37313 0.130
H -1.21103 -9.68544 0.79960 0.131
H -0.82971 -6.80677 2.32848 0.129
H -1.04305 -7.19481 0.56344 0.136
H 1.53259 -6.20938 1.82303 0.132
H 0.29144 -5.16393 1.16075 0.118
H 2.35573 -5.62107 -1.70870 0.089
H 3.06141 -5.41339 -0.04612 0.086
H 1.77080 -4.39818 -0.59582 0.068
C 3.00432 -3.25221 2.01380 -0.017
C 2.15345 -2.06109 2.47262 -0.192
O 0.76480 -2.27608 2.24091 0.020
C 0.04501 -2.82209 3.17997 -0.440
O 0.48738 -3.29343 4.17359 0.182
C -1.48137 -2.87759 2.92909 -0.540
F -2.09839 -2.29541 3.96301 0.166
F -1.81800 -2.29664 1.78087 0.174
F -1.88647 -4.15218 2.89026 0.168
H 2.62614 -4.19831 2.39417 0.072
H 4.00547 -3.11352 2.41937 0.092
H 3.02074 -3.23618 0.92851 0.053
H 2.43571 -1.13894 1.97294 0.102
H 2.31967 -1.89031 3.53532 0.100
C -0.83085 0.66268 4.20319 -0.042
C 0.03608 0.00902 5.24794 -0.164
O 0.15256 0.92306 6.36132 0.019
C 0.63870 0.38586 7.47928 -0.394
O 1.06542 -0.71495 7.56171 0.196
C 0.73335 1.43021 8.61231 -0.518
F 2.01553 1.62699 8.94958 0.172
F 0.24296 2.61698 8.21491 0.141
F 0.05903 1.01039 9.68882 0.173
H -0.33527 1.55660 3.80427 0.075
H -1.79172 1.06943 4.51991 0.062
H -0.97552 -0.05202 3.39500 0.057
H 0.95377 -0.36579 4.79135 0.120
H -0.47575 -0.85206 5.68649 0.129
C -5.06663 -0.77074 -5.81519 -0.053
C -4.81453 0.56392 -6.48937 -0.175
O -4.70069 1.52556 -5.43198 0.038
C -3.65381 2.30119 -5.30496 -0.395
O -2.83208 2.48490 -6.14610 0.162
C -3.67415 3.09495 -3.98409 -0.563
F -4.84127 2.98415 -3.38153 0.190
F -2.66587 2.60778 -3.23468 0.150
F -3.39561 4.37153 -4.15470 0.188
H -4.19731 -1.04185 -5.21612 0.085
H -5.24203 -1.53240 -6.57702 0.088
H -5.93854 -0.75871 -5.16705 0.063
H -5.64730 0.80534 -7.14906 0.130
H -3.91642 0.52074 -7.10500 0.116
C 2.15228 2.93480 2.27790 -0.039
C 2.62549 1.58206 2.75299 -0.204
O 3.25976 1.73438 4.01664 0.047
C 3.94790 0.75390 4.54289 -0.403
O 3.97346 -0.34913 4.10680 0.178
C 4.59481 1.15260 5.87726 -0.522
F 4.17927 0.28923 6.82033 0.166
F 5.92228 1.14318 5.76642 0.182
F 4.20040 2.37092 6.29858 0.155
H 1.84912 3.05800 1.24409 0.078
H 2.96762 3.62314 2.52756 0.091
H 1.33010 3.30393 2.89827 0.056
H 3.35941 1.16844 2.05525 0.133
H 1.80786 0.85735 2.79458 0.098
C -7.95104 0.81726 1.91692 -0.060
C -6.73981 0.06749 1.42607 -0.173
O -6.83304 0.10371 -0.01799 0.035
C -5.94295 -0.58022 -0.70838 -0.412
O -5.16647 -1.34390 -0.23391 0.169
C -5.97369 -0.31452 -2.21068 -0.561
F -4.76002 0.01760 -2.60359 0.186
F -6.40556 -1.39070 -2.88231 0.162
F -6.84469 0.63388 -2.55071 0.172
H -7.94705 0.84758 3.01137 0.080
H -8.91788 0.40706 1.63200 0.082
H -7.95884 1.86486 1.61083 0.084
H -6.79765 -0.99309 1.68220 0.134
H -5.79001 0.50700 1.72631 0.105
C -3.00780 1.05486 1.04043 -0.052
C -2.21235 1.46564 -0.20450 -0.171
O -1.41904 0.42929 -0.77268 0.069
C -0.40662 -0.02332 -0.08522 -0.398
O -0.16070 0.26129 1.03726 0.162
C 0.49849 -0.95342 -0.92988 -0.540
F 1.77091 -0.66726 -0.65724 0.160
F 0.25401 -2.21850 -0.60429 0.180
F 0.30363 -0.81282 -2.23752 0.173
H -2.34039 1.01045 1.90673 0.052
H -3.52451 0.10127 0.96089 0.073
H -3.71971 1.81522 1.35716 0.049
H -1.74518 2.44655 -0.18155 0.124
H -3.02835 1.59863 -0.91787 0.106
C 0.19728 0.18695 -5.20924 -0.050
C -0.39932 0.65753 -6.51346 -0.191
O 0.38780 0.12229 -7.59129 0.040
C -0.11725 -0.95659 -8.16465 -0.406
O -1.14595 -1.47653 -7.88853 0.170
C 0.80381 -1.50688 -9.27457 -0.566
F 1.11654 -2.75998 -8.94674 0.168
F 0.15390 -1.47466 -10.42427 0.190
F 1.94725 -0.84328 -9.40059 0.165
H 0.16965 -0.88878 -5.02746 0.082
H -0.27631 0.73587 -4.38986 0.076
H 1.26095 0.42811 -5.10810 0.074
H -0.40985 1.74392 -6.56793 0.122
H -1.44105 0.36938 -6.64591 0.098
C -1.28661 4.18755 2.56042 -0.033
C -2.48245 5.10646 2.74945 -0.156
O -2.74460 5.85263 1.53354 0.056
C -3.46150 5.27715 0.60926 -0.419
O -4.00270 4.22055 0.69255 0.163
C -3.43633 6.02392 -0.71553 -0.530
F -2.72156 5.39304 -1.65591 0.161
F -4.68355 6.11762 -1.21024 0.157
F -2.96340 7.27094 -0.63100 0.168
H -1.48187 3.34106 1.90609 0.064
H -0.93160 3.77812 3.50533 0.063
H -0.49400 4.83644 2.18155 0.089
H -2.27532 5.83388 3.53147 0.115
H -3.40270 4.62134 3.06890 0.108
```

## Properties
SMILES string = CCOC(=O)C(F)(F)F.CCOC(=O)C(F)(F)F.CCOC(=O)C(F)(F)F.CCOC(=O)C(F)(F)F.CCOC(=O)C(F)(F)F.CCOC(=O)C(F)(F)F.CCOC(=O)C(F)(F)F.CCOC(=O)C(F)(F)F.COCCOCCOC.COCCOCCOC.COCCOCCOC.COCCOCCOC
Energy above the lowest of the compared OMol25 structures with the same formula, charge and spin = 0.00 kcal per mole
Total energy = -6694.76718 Eh
HOMO-LUMO gap = 9.716 eV
Largest force on an atom = 3.08 eV Å⁻¹
Net charge = 0